[1]
Entry from the Open Molecules 2025 dataset: a structure of composition C50H60BaFN7O3S (ωB97M-V with the def2-TZVPD basis set).

Each line ends with the Mulliken charge.
CARTESIAN COORDINATES (ANGSTROEM)
Ba: 0.186 0.442 -0.143  0.207
C: 1.178 4.732 1.152  -1.684
C: 0.333 4.343 -0.059  3.040
C: 0.877 4.979 -1.333  -1.755
C: -1.129 4.624 0.211  0.037
C: -1.702 5.845 -0.085  -0.148
C: -3.042 6.114 0.196  -1.597
C: -3.809 5.084 0.719  -0.148
C: -3.279 3.830 1.011  0.266
C: -4.248 2.690 1.291  1.720
C: -5.133 2.435 0.066  -1.515
C: -5.102 2.913 2.537  -1.759
C: -1.879 3.587 0.855  -0.152
N: -1.250 2.439 1.243  0.976
C: -1.654 1.914 2.472  -1.550
C: -1.595 0.639 2.915  -0.609
N: -1.235 -0.508 2.204  1.082
C: -1.389 -1.694 2.866  0.150
C: -1.864 -2.819 2.105  -0.137
C: -2.217 -4.013 2.702  -0.106
C: -2.105 -4.208 4.076  -1.635
C: -1.549 -3.177 4.809  -0.438
C: -1.143 -1.957 4.264  0.233
C: -0.338 -1.117 5.270  0.292
C: -1.177 -0.254 6.224  -1.460
C: 0.850 -0.336 4.714  -1.075
C: -2.106 -2.653 0.620  2.928
C: -3.544 -2.194 0.358  -1.713
C: -1.776 -3.893 -0.204  -1.914
H: 2.214 4.400 1.045  0.238
H: 0.767 4.284 2.056  0.422
H: 1.168 5.822 1.269  0.385
H: 0.328 3.260 -0.168  -1.008
H: 0.924 6.069 -1.249  0.452
H: 0.257 4.734 -2.198  0.397
H: 1.894 4.627 -1.530  0.327
H: -1.087 6.617 -0.540  0.246
H: -3.477 7.082 -0.026  0.337
H: -4.876 5.240 0.866  0.250
H: -3.663 1.788 1.455  -0.440
H: -5.774 3.295 -0.153  0.309
H: -5.775 1.563 0.226  0.430
H: -4.513 2.246 -0.814  0.247
H: -5.707 3.822 2.449  0.309
H: -4.469 3.014 3.421  0.359
H: -5.783 2.072 2.700  0.423
H: -2.033 2.627 3.212  -0.051
H: -1.968 0.492 3.923  -0.090
H: -2.614 -4.812 2.084  0.253
H: -2.394 -5.141 4.544  0.321
H: -1.365 -3.333 5.870  0.347
H: 0.108 -1.882 5.916  0.712
H: -1.571 0.642 5.743  0.252
H: -0.556 0.074 7.064  0.422
H: -2.020 -0.823 6.624  0.302
H: 0.550 0.578 4.207  -0.024
H: 1.424 -0.937 4.009  0.094
H: 1.520 -0.057 5.535  0.510
H: -1.486 -1.817 0.302  -1.234
H: -4.254 -2.962 0.681  0.292
H: -3.703 -1.997 -0.707  0.384
H: -3.749 -1.279 0.917  0.324
H: -2.480 -4.705 -0.001  0.418
H: -0.775 -4.267 0.023  0.447
H: -1.829 -3.665 -1.269  0.422
C: 1.643 -7.840 -3.134  -1.537
C: 1.341 -6.365 -3.146  1.240
C: 0.807 -5.753 -4.276  -0.777
C: 0.503 -4.399 -4.279  -0.693
C: 0.729 -3.644 -3.140  -0.374
C: 1.271 -4.234 -2.008  -0.513
C: 1.575 -5.587 -2.018  -0.876
S: 0.306 -1.910 -3.116  1.448
O: -1.040 -1.802 -2.591  -0.678
O: 0.484 -1.468 -4.492  -0.729
N: 1.231 -1.231 -2.063  1.037
C: 2.564 -0.916 -2.273  -0.466
C: 3.355 -1.358 -3.349  -0.700
C: 4.682 -0.966 -3.380  -0.913
C: 5.194 -0.164 -2.370  -0.959
C: 4.339 0.220 -1.348  -0.620
N: 3.055 -0.132 -1.302  1.157
H: 1.683 -8.244 -4.146  0.352
H: 0.872 -8.388 -2.586  0.283
H: 2.596 -8.046 -2.646  0.374
H: 0.630 -6.343 -5.169  0.281
H: 0.103 -3.919 -5.162  0.455
H: 1.455 -3.629 -1.130  0.507
H: 1.998 -6.042 -1.130  0.367
H: 2.932 -1.973 -4.130  0.487
H: 5.321 -1.299 -4.191  0.359
H: 6.233 0.139 -2.349  0.484
H: 4.688 0.830 -0.522  0.531
C: -2.619 0.653 -4.245  -0.825
N: -1.280 1.228 -4.165  0.357
C: -0.464 1.314 -5.234  -0.251
C: 0.821 1.704 -5.115  -1.018
C: 1.298 1.915 -3.789  0.467
N: 0.516 1.843 -2.735  0.710
C: -0.799 1.516 -2.886  -0.219
O: -1.554 1.415 -1.922  -0.560
N: 2.602 2.221 -3.577  -0.306
H: -2.884 0.544 -5.295  0.331
H: -3.327 1.309 -3.745  0.245
H: -2.621 -0.316 -3.748  0.188
H: -0.902 1.039 -6.184  0.363
H: 1.474 1.759 -5.972  0.398
H: 3.271 1.924 -4.266  0.305
H: 2.909 2.133 -2.618  0.082
F: 7.382 -0.557 1.606  -0.424
C: 6.085 -0.087 1.708  0.433
C: 5.035 -0.979 1.847  -0.661
C: 3.738 -0.511 1.958  -0.382
C: 3.407 0.883 1.921  0.466
C: 2.093 1.366 1.973  -1.705
C: 4.547 1.747 1.802  -0.688
C: 5.846 1.275 1.702  -0.561
H: 5.240 -2.044 1.868  0.379
H: 2.933 -1.231 2.069  0.248
H: 1.945 2.425 2.132  -0.155
H: 1.311 0.737 2.394  1.339
H: 4.377 2.819 1.802  0.222
H: 6.680 1.964 1.620  0.376

Its highest occupied orbital energy is 0.17 eV. The charge is -2. The energy above the lowest of the compared OMol25 structures with the same formula, charge and spin is 68.1 kJ/mol.



[2]
Entry from the Open Molecules 2025 dataset: a cluster of 9 separate species, C50H62F5N11O8S in total (ωB97M-V with the def2-TZVPD basis set).

Each line ends with the Mulliken charge.
CARTESIAN COORDINATES (ANGSTROEM)
C: 5.500 -5.978 2.898  -0.677
C: 5.201 -4.667 2.221  -0.402
C: 5.014 -3.260 3.085  -0.410
C: 3.749 -2.337 2.570  0.244
C: 2.252 -3.040 2.357  -0.373
N: 1.982 -4.532 2.644  -0.549
C: 0.919 -2.192 1.829  -0.062
C: 1.076 -0.565 1.474  0.227
C: 2.536 0.152 1.680  -0.601
O: 2.726 1.588 1.417  -0.431
C: 2.341 2.423 2.566  0.175
C: 3.488 2.587 3.725  -0.589
C: 3.862 -0.701 2.237  0.671
C: 5.344 0.028 2.472  0.191
C: 5.908 -0.110 4.005  -0.621
O: 6.230 1.183 4.660  -0.529
C: -0.311 0.180 0.978  0.294
O: -0.475 1.454 1.341  -0.452
C: -1.483 -0.636 0.108  0.263
C: -1.624 -2.253 0.513  0.087
C: -2.724 -3.229 -0.214  -0.951
C: -3.722 -2.537 -1.344  0.541
C: -4.851 -3.546 -2.016  -0.458
C: -5.212 -4.857 -1.092  -0.741
C: -5.821 -4.507 0.391  -0.218
O: -6.616 -3.271 0.460  -0.293
C: -6.496 -2.621 1.793  0.550
C: -6.411 -3.415 3.231  -0.757
O: -6.474 -1.260 1.849  -0.554
C: -3.569 -0.923 -1.753  -0.082
C: -4.642 -0.364 -2.905  -0.561
C: -4.070 -0.688 -4.419  -0.588
C: -2.426 0.075 -1.050  0.151
S: -2.195 1.876 -1.510  0.819
O: -2.752 2.241 -2.940  0.067
O: -0.656 2.219 -1.594  -0.694
C: -3.120 3.033 -0.314  0.681
F: -2.219 3.770 0.603  -0.206
F: -3.848 4.089 -1.111  -0.306
C: -4.273 2.263 0.565  0.463
F: -5.234 1.472 -0.277  -0.225
F: -3.759 1.348 1.610  -0.178
F: -5.124 3.280 1.279  -0.282
C: -0.591 -2.891 1.661  0.273
O: -1.019 -3.937 2.375  -0.567
H: 5.005 -6.990 2.533  0.217
H: 6.278 -6.095 3.793  0.241
H: 5.116 -4.624 1.055  0.370
H: 4.871 -3.527 4.229  0.374
H: 6.066 -2.703 2.988  0.131
H: 2.445 -5.017 1.834  0.337
H: 2.560 -4.742 3.488  0.376
H: 1.386 1.949 3.104  0.189
H: 1.977 3.494 2.190  -0.174
H: 3.644 1.511 4.199  0.066
H: 3.039 3.250 4.608  0.409
H: 4.477 3.087 3.350  0.102
H: 6.130 -0.498 1.769  0.450
H: 5.308 1.165 2.116  -0.457
H: 5.183 -0.777 4.679  0.336
H: 6.941 -0.708 3.970  0.173
H: 5.666 1.157 5.511  0.366
H: -2.742 -4.355 0.104  0.363
H: -5.868 -3.020 -2.271  0.147
H: -4.408 -3.925 -3.049  0.332
H: -4.306 -5.598 -0.992  0.310
H: -6.074 -5.440 -1.674  0.267
H: -4.934 -4.567 1.160  0.330
H: -6.564 -5.398 0.670  0.189
H: -7.368 -3.175 3.900  0.323
H: -6.360 -4.584 3.142  0.252
H: -5.479 -2.946 3.809  0.272
H: -5.695 -0.923 -2.838  0.408
H: -4.909 0.787 -2.741  0.230
H: -3.722 0.255 -5.019  -0.148
H: -3.233 -1.513 -4.285  0.263
H: -4.946 -1.222 -5.029  0.309
C: -10.426 -0.623 2.981  -0.833
C: -9.943 -2.009 3.110  0.498
N: -9.562 -3.103 3.211  -0.504
H: -10.208 -0.210 1.990  0.265
H: -11.509 -0.557 3.128  0.322
H: -9.958 0.038 3.717  0.264
C: -2.283 5.168 3.875  -0.773
C: -0.836 4.951 4.035  0.470
N: 0.308 4.780 4.161  -0.416
H: -2.720 5.650 4.756  0.338
H: -2.504 5.807 3.014  0.239
H: -2.819 4.225 3.723  0.169
C: 1.545 5.909 -0.762  -0.660
C: 2.297 5.767 0.496  0.457
N: 2.891 5.655 1.490  -0.462
H: 1.936 5.249 -1.544  0.208
H: 0.486 5.662 -0.631  0.136
H: 1.593 6.932 -1.149  0.372
C: 7.033 4.143 1.104  -0.325
C: 7.516 2.758 1.233  0.501
N: 7.897 1.664 1.335  -0.561
H: 7.251 4.557 0.114  -0.015
H: 5.950 4.210 1.251  -0.039
H: 7.500 4.805 1.841  0.535
C: 5.570 1.977 -2.438  -1.048
C: 5.940 2.781 -1.261  0.589
N: 6.232 3.416 -0.331  -0.468
H: 5.376 2.606 -3.313  0.351
H: 6.364 1.275 -2.714  0.232
H: 4.665 1.387 -2.257  0.334
C: 5.999 -2.249 -3.968  -0.858
C: 5.975 -2.034 -2.511  0.427
N: 5.956 -1.865 -1.361  -0.410
H: 5.385 -1.511 -4.496  0.259
H: 7.014 -2.173 -4.371  0.278
H: 5.617 -3.239 -4.238  0.315
C: -6.449 -8.523 0.138  -0.944
C: -5.107 -7.918 0.131  0.549
N: -4.046 -7.439 0.125  -0.474
H: -7.078 -8.101 0.929  0.298
H: -6.971 -8.362 -0.811  0.280
H: -6.404 -9.605 0.303  0.345
C: -4.067 2.823 -7.434  -0.810
C: -3.584 1.438 -7.305  0.527
N: -3.203 0.344 -7.203  -0.452
H: -3.849 3.237 -8.425  0.334
H: -5.150 2.890 -7.287  0.277
H: -3.600 3.485 -6.697  0.203
C: 8.952 4.850 -2.631  -0.200
C: 9.072 4.655 -4.086  0.243
N: 9.167 4.500 -5.235  -0.379
H: 9.832 4.475 -2.099  0.292
H: 8.845 5.909 -2.373  0.294
H: 8.079 4.328 -2.224  -0.274
C: 0.043 4.235 -5.124  -1.023
C: -1.031 3.499 -4.436  0.501
N: -1.880 2.917 -3.893  -0.326
H: 1.004 3.717 -5.043  0.270
H: -0.170 4.357 -6.191  0.314
H: 0.179 5.237 -4.704  0.273

Its highest occupied orbital energy is -6.48 eV.



| no. | HOMO-LUMO gap (hartree) |
| --- | --- |
| 1 | 0.124 |
| 2 | 0.198 |